Below is a structure of composition C28H42ClCrN4O9P2 at a distorted geometry, with properties calculated with wB97M-V/def2-TZVPD.

The geometry in XYZ format:
```
87
Properties=species:S:1:pos:R:3:forces:R:3
Cr -0.74549 -0.76716 0.13848 1.53 1.55 -2.64
O -1.10791 -3.30651 1.87635 -0.81 0.84 -0.02
Cl -1.31586 -1.55909 1.85740 -0.29 -2.87 3.41
O -2.67593 -1.54799 2.27537 -0.55 -0.16 0.01
O -0.42848 -1.11442 2.90791 0.11 0.23 0.12
O -0.50842 -2.34734 -0.80584 -0.57 0.07 -0.64
C 3.59122 -2.07417 -1.01927 -0.12 -0.21 0.00
N 3.82580 -1.12472 0.06609 -0.47 0.51 0.22
C 5.13600 -0.49047 0.04535 0.05 -0.02 0.09
P 2.53185 -0.21518 0.52966 1.12 0.33 -0.01
O 1.30896 -1.03246 0.60551 -0.54 0.32 -0.24
O 2.40873 1.00479 -0.54572 -0.33 -0.09 0.24
P 1.18581 1.39359 -1.54357 0.95 0.57 -0.51
O -0.00160 0.53500 -1.44536 -0.47 -0.17 0.36
N 0.90886 3.00041 -1.25079 0.11 -0.70 0.13
C 2.02672 3.91788 -1.09985 0.02 0.06 -0.12
C -0.35500 3.50146 -0.73326 -0.21 0.01 -0.08
N 1.92686 1.17638 -3.01767 -0.24 0.06 0.42
C 3.17476 1.83715 -3.35388 0.09 -0.07 0.07
C 1.02288 1.06045 -4.15745 -0.11 -0.05 0.01
N 2.98049 0.57064 1.92913 -0.42 -0.42 -0.68
C 2.93937 -0.37388 3.05945 0.13 -0.05 0.12
C 2.25781 1.81232 2.21119 0.02 0.14 -0.03
H 4.31898 -2.88376 -0.94741 -0.02 0.02 -0.01
H 3.68395 -1.59514 -2.00065 0.02 0.01 0.01
H 2.59111 -2.49527 -0.92347 0.06 -0.08 -0.06
H 5.90336 -1.25704 0.16523 0.00 0.04 -0.01
H 5.19744 0.21330 0.87253 0.14 -0.01 -0.04
H 5.31770 0.04186 -0.89511 0.00 -0.01 -0.03
H 2.97103 3.39194 -1.20483 0.08 0.08 -0.01
H 2.00596 4.37852 -0.10873 -0.01 -0.03 0.03
H 1.97890 4.71654 -1.84436 0.03 0.00 0.01
H -1.07671 2.69562 -0.68390 -0.05 0.03 0.00
H -0.74007 4.29311 -1.38013 0.02 0.02 0.00
H -0.22649 3.90322 0.27541 0.00 -0.05 0.02
H 3.85788 1.79696 -2.50767 0.07 0.01 -0.02
H 3.03180 2.88149 -3.65500 0.00 0.00 -0.01
H 3.62952 1.30164 -4.18903 0.04 0.02 0.03
H 0.12519 0.53300 -3.84655 -0.03 -0.04 -0.10
H 1.52595 0.48326 -4.93448 -0.05 0.01 -0.02
H 0.74335 2.03805 -4.56679 0.03 0.02 0.00
H 3.39723 -1.31407 2.75059 0.04 0.00 0.12
H 1.91493 -0.57672 3.38380 0.02 0.04 -0.02
H 3.51267 0.04964 3.88464 0.00 -0.04 -0.01
H 2.43246 2.51477 1.39926 -0.04 0.08 0.07
H 2.65865 2.23413 3.13181 0.00 0.03 0.00
H 1.17984 1.65970 2.33411 -0.01 -0.04 0.03
C 1.10262 -5.92241 2.50324 0.06 -0.04 0.01
C 0.53999 -4.71072 2.74294 -0.17 0.07 0.02
C 0.23788 -3.72530 1.66004 0.71 0.07 -0.15
C 0.48591 -4.24993 0.26073 -0.15 0.05 -0.03
C 0.10688 -3.49216 -0.87225 0.42 -0.63 0.06
C 0.41685 -4.00730 -2.15207 -0.13 0.19 0.15
C 1.06214 -5.21890 -2.31157 -0.02 0.02 -0.02
C 1.40556 -5.97231 -1.21020 0.07 -0.02 0.21
C 1.11111 -5.50477 0.08467 -0.03 0.24 -0.50
C 1.43433 -6.31669 1.20389 0.06 -0.19 0.26
H 1.28608 -6.60620 3.32229 0.02 0.04 0.06
H 0.22900 -4.41254 3.73351 0.05 0.02 0.09
H 0.87878 -2.83947 1.82156 -0.12 -0.18 -0.04
H 0.12445 -3.41089 -3.00597 -0.02 0.03 -0.03
H 1.28896 -5.58124 -3.30565 0.00 0.00 -0.05
H 1.90897 -6.92350 -1.32446 -0.02 -0.05 0.01
H 1.89025 -7.28118 1.03013 0.03 -0.04 -0.03
C -7.20354 4.18567 0.73313 0.07 0.01 0.02
C -5.96567 3.33820 0.65268 -0.02 -0.03 -0.04
C -5.44998 2.95447 -0.57697 0.00 0.05 0.04
C -4.33393 2.13474 -0.67496 0.10 -0.07 0.10
C -3.82027 1.70232 -2.02069 -0.09 -0.03 -0.04
C -3.71078 1.71331 0.50384 -0.08 0.05 0.08
C -4.19140 2.11279 1.75703 0.07 0.10 -0.08
C -3.53430 1.65834 3.02717 0.05 -0.03 0.00
C -5.32060 2.91700 1.80837 0.05 -0.02 -0.08
C -2.55375 0.78229 0.39939 -0.20 0.44 -0.16
O -1.42831 1.02550 0.93882 0.16 0.20 0.21
O -2.65505 -0.26821 -0.27928 -0.04 -0.31 -0.36
H -7.65651 4.29989 -0.24957 -0.05 0.04 -0.01
H -6.96967 5.17710 1.12301 -0.03 0.05 0.00
H -7.93535 3.73257 1.40137 -0.05 0.01 0.01
H -5.93719 3.29702 -1.48168 -0.02 -0.02 -0.07
H -4.22778 2.32830 -2.81265 -0.02 0.06 0.00
H -4.10608 0.66852 -2.21177 0.04 -0.02 -0.06
H -2.73179 1.73987 -2.06498 0.02 -0.01 -0.07
H -3.70991 0.59312 3.18021 0.02 -0.02 0.07
H -3.92702 2.20843 3.88077 -0.02 -0.03 0.02
H -2.45677 1.79652 2.97191 0.02 0.01 0.09
H -5.70617 3.21634 2.77553 -0.03 0.00 0.05
```
Positions in Å, forces in eV/Å.

Results
- HOMO-LUMO gap (spin up / spin down): 6.625 / 6.901 eV
- Multiplicity: 4
- E_HOMO (spin up / spin down): -6.36 / -7.00 eV
- Total charge: 0
- LUMO (spin up / spin down): 0.3 / -0.1 eV
- Maximum force: 0.087 Eh/bohr
- Energy relative to the best compared isomer or geometry (same formula, charge and spin): 204.8 kJ/mol
- DFT total energy: -4175.6761 hartree

Here are the Löwdin charges for atoms 1 to 5, given in e: Cr 0.608; O -0.208; Cl 0.918; O -0.307; O -0.351